# 1
The following is a quantum chemistry calculation of C34H27F12N4O6PtS as an isolated structure, from the Open Molecules 2025 dataset.

Summary:
net charge: -1
energy above the lowest of the compared OMol25 structures with the same formula, charge and spin: 0.0 kJ/mol
LUMO energy: 2.1 eV

Last column: Mulliken charge in e.
Atoms and positions in Å:
Pt (0.09, -0.34, -1.18)  3.024
C (-0.77, -5.82, 3.12)  -1.646
C (-0.86, -4.49, 2.43)  0.345
C (-2.06, -3.79, 2.33)  -1.312
C (-2.14, -2.60, 1.65)  -0.470
C (-1.00, -2.02, 1.05)  1.170
N (-1.16, -0.86, 0.31)  1.026
C (-2.19, 0.05, 0.58)  -0.687
C (-2.38, 0.49, 1.90)  -0.233
C (-3.32, 1.44, 2.21)  -1.386
C (-4.13, 1.98, 1.21)  0.695
C (-5.17, 3.03, 1.51)  -1.601
C (-3.94, 1.54, -0.09)  -0.493
C (-2.99, 0.58, -0.43)  -0.302
C (-2.82, 0.05, -1.87)  1.875
O (-1.54, 0.03, -2.38)  -1.654
C (-3.59, 0.94, -2.89)  0.151
F (-4.93, 0.85, -2.77)  -0.279
F (-3.29, 0.62, -4.15)  -0.274
F (-3.26, 2.24, -2.75)  -0.182
C (-3.48, -1.38, -1.95)  0.241
F (-4.60, -1.46, -1.20)  -0.309
F (-2.65, -2.33, -1.53)  -0.162
F (-3.84, -1.71, -3.20)  -0.323
C (0.23, -2.67, 1.20)  -1.456
C (0.26, -3.91, 1.85)  -0.641
C (1.57, -2.05, 0.79)  1.510
O (1.54, -0.78, 0.24)  -0.109
C (2.40, -3.06, -0.11)  0.466
F (1.68, -4.06, -0.60)  -0.223
F (3.00, -2.43, -1.12)  -0.103
F (3.39, -3.65, 0.61)  -0.350
C (2.38, -1.79, 2.10)  0.461
F (2.55, -2.84, 2.93)  -0.282
F (1.74, -0.85, 2.83)  -0.303
F (3.61, -1.32, 1.84)  -0.211
H (-1.53, -5.91, 3.89)  0.383
H (0.21, -5.95, 3.59)  0.377
H (-0.91, -6.65, 2.41)  0.305
H (-2.96, -4.20, 2.79)  0.354
H (-3.09, -2.11, 1.53)  0.529
H (-1.74, 0.07, 2.66)  0.552
H (-3.44, 1.77, 3.23)  0.279
H (-5.30, 3.15, 2.59)  0.407
H (-6.13, 2.75, 1.08)  0.352
H (-4.89, 4.00, 1.10)  0.275
H (-4.59, 1.96, -0.84)  0.480
H (1.19, -4.46, 1.90)  0.487
C (5.36, 2.20, 2.11)  -1.590
C (4.68, 1.92, 0.80)  1.070
C (4.97, 0.77, 0.08)  -0.850
C (4.28, 0.48, -1.09)  -0.133
C (3.32, 1.36, -1.55)  -0.487
C (3.07, 2.55, -0.88)  -0.061
C (3.74, 2.82, 0.30)  -1.006
S (2.54, 1.07, -3.11)  1.272
O (2.14, 2.37, -3.59)  -0.805
O (3.46, 0.33, -3.94)  -0.780
N (1.22, 0.17, -2.82)  0.009
C (0.77, -0.71, -3.89)  -0.805
C (0.71, -2.15, -3.32)  0.539
O (1.00, -3.10, -4.01)  -0.759
O (0.27, -2.20, -2.09)  -0.698
H (6.24, 1.56, 2.24)  0.389
H (4.68, 1.99, 2.94)  0.278
H (5.67, 3.24, 2.19)  0.413
H (5.72, 0.09, 0.44)  0.274
H (4.50, -0.42, -1.66)  0.527
H (2.37, 3.25, -1.31)  0.690
H (3.54, 3.74, 0.83)  0.400
H (1.39, -0.69, -4.78)  0.676
H (-0.28, -0.52, -4.12)  0.138
N (0.62, 1.39, 1.59)  0.343
C (0.22, 2.21, 0.61)  -0.548
C (0.03, 3.58, 0.84)  -1.006
C (-0.40, 4.39, -0.18)  -0.795
C (-0.64, 3.85, -1.45)  -1.213
C (-0.44, 2.51, -1.62)  -0.434
N (-0.03, 1.71, -0.62)  1.504
H (1.00, 1.80, 2.42)  0.326
H (0.98, 0.46, 1.33)  -0.538
H (0.24, 3.98, 1.82)  0.502
H (-0.54, 5.45, -0.01)  0.456
H (-0.97, 4.46, -2.27)  0.574
H (-0.60, 2.03, -2.57)  0.375

***

# 2
The following is a quantum chemistry calculation of C34H27MnNO2S3 as an isolated structure, from the Open Molecules 2025 dataset.

Summary:
net charge: -2
expectation value of S²: 8.76
multiplicity: 6
LUMO energy (alpha / beta): 4.3 / 4.3 eV

Last column: Löwdin spin population.
Atoms and positions in Å:
Mn (1.22, -0.50, -1.56)  4.663
O (2.01, -1.85, -0.21)  0.064
C (1.47, -2.35, 0.93)  0.009
C (0.14, -3.10, 0.63)  0.001
C (-1.04, -2.24, 0.29)  0.004
C (-2.24, -2.49, 0.94)  0.001
C (-3.36, -1.74, 0.60)  0.001
C (-3.24, -0.75, -0.36)  0.001
C (-2.01, -0.53, -0.96)  0.004
C (-1.86, 0.54, -1.99)  0.003
C (-0.95, 1.74, -1.57)  0.009
O (0.34, 1.34, -1.35)  0.068
C (-0.99, 2.71, -2.78)  0.002
C (-1.95, 3.70, -2.95)  0.000
C (-1.95, 4.50, -4.08)  0.000
C (-1.00, 4.30, -5.07)  0.000
C (-0.04, 3.31, -4.91)  0.000
C (-0.03, 2.53, -3.77)  0.000
C (-1.51, 2.44, -0.32)  0.001
C (-2.86, 2.52, 0.00)  0.000
C (-3.29, 3.16, 1.15)  0.000
C (-2.38, 3.75, 2.00)  0.000
C (-1.02, 3.69, 1.69)  0.000
C (-0.60, 3.03, 0.55)  0.000
N (-0.93, -1.27, -0.63)  0.031
C (1.18, -1.27, 2.00)  0.002
C (1.52, 0.06, 1.76)  0.004
C (1.21, 1.06, 2.67)  0.001
C (0.56, 0.74, 3.85)  0.000
C (0.24, -0.58, 4.12)  0.001
C (0.54, -1.57, 3.20)  0.000
C (2.50, -3.31, 1.58)  0.001
C (3.84, -2.93, 1.48)  0.000
C (4.85, -3.69, 2.04)  0.000
C (4.54, -4.88, 2.70)  0.000
C (3.22, -5.28, 2.80)  0.000
C (2.21, -4.50, 2.24)  0.001
H (-0.18, -3.71, 1.48)  0.000
H (0.36, -3.79, -0.20)  0.000
H (-2.29, -3.26, 1.70)  0.000
H (-4.31, -1.92, 1.09)  0.000
H (-4.09, -0.15, -0.66)  0.000
H (-2.85, 0.89, -2.28)  0.000
H (-1.38, 0.12, -2.88)  0.001
H (-2.70, 3.87, -2.18)  0.000
H (-2.70, 5.28, -4.19)  0.000
H (-1.00, 4.92, -5.96)  0.000
H (0.71, 3.14, -5.67)  0.000
H (0.73, 1.77, -3.63)  0.000
H (-3.60, 2.07, -0.66)  0.000
H (-4.35, 3.20, 1.38)  0.000
H (-2.71, 4.25, 2.91)  0.000
H (-0.29, 4.14, 2.36)  0.000
H (0.45, 2.93, 0.30)  0.000
H (2.02, 0.30, 0.83)  0.005
H (1.46, 2.08, 2.44)  0.000
H (0.31, 1.52, 4.56)  0.000
H (-0.26, -0.84, 5.05)  0.000
H (0.29, -2.60, 3.43)  0.000
H (4.06, -2.03, 0.91)  0.000
H (5.88, -3.37, 1.94)  0.000
H (5.33, -5.48, 3.13)  0.000
H (2.97, -6.21, 3.30)  0.000
H (1.19, -4.85, 2.33)  0.000
S (2.56, -0.62, -6.05)  0.019
C (2.15, -0.62, -4.42)  0.013
S (3.16, 0.07, -3.22)  0.041
S (0.70, -1.40, -3.87)  0.047

***

# 3
The following is a quantum chemistry calculation of C34H27N4OPd as an isolated structure, from the Open Molecules 2025 dataset.

Summary:
net charge: +1
energy above the lowest of the compared OMol25 structures with the same formula, charge and spin: 54.8 kJ/mol
LUMO energy (alpha / beta): -4.6 / -4.6 eV

Last column: Mulliken charge in e.
Atoms and positions in Å:
Pd (-1.69, 0.35, -1.10)  0.157
C (-1.22, -0.48, 3.04)  -1.454
C (-1.42, -0.55, 1.57)  0.722
N (-1.55, 0.50, 0.83)  0.574
N (-1.56, 1.75, 1.35)  -1.029
C (-2.02, 2.63, 0.46)  0.843
O (-2.39, 2.35, -0.72)  -0.912
C (-2.13, 4.04, 0.92)  0.400
C (-2.50, 5.02, 0.01)  -0.391
C (-2.61, 6.34, 0.42)  -0.685
C (-2.34, 6.69, 1.74)  -0.371
C (-1.97, 5.71, 2.65)  -0.697
C (-1.86, 4.39, 2.25)  -0.224
C (-1.55, -1.84, 0.87)  0.958
C (-1.26, -3.05, 1.49)  -0.552
C (-1.44, -4.23, 0.79)  -0.566
C (-1.89, -4.17, -0.52)  -0.765
C (-2.14, -2.93, -1.08)  -0.347
N (-1.98, -1.79, -0.40)  -0.099
H (-1.15, 0.56, 3.36)  0.239
H (-0.29, -0.99, 3.31)  0.298
H (-2.04, -0.97, 3.58)  0.399
H (-2.71, 4.74, -1.01)  0.381
H (-2.90, 7.10, -0.29)  0.401
H (-2.42, 7.72, 2.05)  0.394
H (-1.77, 5.98, 3.68)  0.400
H (-1.58, 3.62, 2.95)  0.406
H (-0.92, -3.07, 2.52)  0.396
H (-1.23, -5.18, 1.25)  0.452
H (-2.05, -5.07, -1.11)  0.451
H (-2.50, -2.83, -2.10)  0.488
C (-2.27, 0.50, -5.87)  -0.052
C (-1.49, -0.50, -5.31)  -1.076
C (-1.33, -0.53, -3.94)  0.198
N (-1.91, 0.36, -3.13)  0.102
C (-2.67, 1.33, -3.67)  -0.137
C (-2.87, 1.43, -5.03)  -0.881
H (-2.41, 0.56, -6.94)  0.404
H (-1.00, -1.24, -5.92)  0.398
H (-0.71, -1.27, -3.45)  0.432
H (-3.10, 2.04, -2.96)  0.550
H (-3.48, 2.23, -5.42)  0.420
C (0.39, -0.03, -1.11)  0.462
C (1.38, -0.62, -0.65)  -0.745
C (2.43, -1.09, 0.10)  0.346
C (3.30, -2.13, -0.43)  0.227
C (4.66, -2.19, -0.10)  -0.146
C (5.46, -3.16, -0.66)  -0.789
C (4.93, -4.09, -1.54)  -0.399
C (3.58, -4.04, -1.88)  -0.774
C (2.77, -3.06, -1.35)  -0.385
C (2.59, -0.55, 1.44)  0.770
C (2.20, 0.77, 1.71)  -0.337
C (2.29, 1.28, 3.00)  -0.735
C (2.75, 0.47, 4.03)  -0.466
C (3.11, -0.85, 3.78)  -0.794
C (3.04, -1.36, 2.50)  -0.318
H (5.08, -1.44, 0.55)  0.531
H (6.52, -3.19, -0.42)  0.407
H (5.56, -4.86, -1.96)  0.404
H (3.17, -4.77, -2.57)  0.411
H (1.72, -3.00, -1.61)  0.407
H (1.83, 1.39, 0.91)  0.434
H (2.00, 2.30, 3.19)  0.457
H (2.81, 0.87, 5.03)  0.429
H (3.44, -1.48, 4.59)  0.429
H (3.29, -2.39, 2.31)  0.546

***

Number 1: F_max 2.1 eV/Å, energy -100638.636 eV. Number 2: F_max 0.6 eV/Å, energy -105111.927 eV. Number 3: F_max 0.5 eV/Å, energy -47175.571 eV.